(1)
C12H48N24O12 | ωB97M-V/def2-TZVPD

Energy above the lowest of the compared OMol25 structures with the same formula, charge and spin   350.0 kJ/mol
Maximum force   0.0829 hartree/bohr
E_tot   -73566.736 eV
SMILES string   NC(N)=O.NC(N)=O.NC(N)=O.NC(N)=O.NC(N)=O.NC(N)=O.NC(N)=O.NC(N)=O.NC(N)=O.NC(N)=O.NC(N)=O.NC(N)=O
Spin multiplicity   1
Gap between HOMO and LUMO   9.2 eV
E_HOMO   -9.1117 eV

XYZ file:
```
96
Properties=species:S:1:pos:R:3:forces:R:3:lowdin_charge:R:1
N -4.928360 0.431431 0.686321 -0.551 -1.972 -0.274 0.144
C -3.842055 0.643032 -0.117728 0.986 -0.565 0.934 -0.571
N -3.421456 -0.554548 -0.894318 0.035 2.713 0.783 0.129
O -3.242766 1.717058 -0.061022 -0.417 -1.319 -1.233 0.005
H -5.251525 -0.530240 0.812721 0.085 0.696 -0.327 0.104
H -5.519398 1.123734 1.116425 0.696 0.383 -0.201 0.106
H -3.382276 -1.426185 -0.382682 -0.238 0.073 0.452 0.032
H -2.489658 -0.361420 -1.271385 -0.391 0.022 0.074 0.066
N -2.977344 -3.084621 -2.935906 0.090 0.306 -0.054 0.156
C -3.331685 -2.973122 -4.261191 -1.004 -1.634 -0.751 -0.639
N -2.310368 -2.505402 -5.079491 -0.923 -0.304 -1.228 0.136
O -4.347355 -3.474449 -4.757018 0.839 1.116 0.860 0.003
H -3.585049 -3.094603 -2.119851 -0.049 -0.116 -1.013 0.093
H -2.019055 -2.876743 -2.769778 0.507 0.269 0.504 0.055
H -1.686165 -1.784740 -4.810025 0.586 0.494 0.688 0.052
H -2.605366 -2.395351 -6.058448 0.072 -0.290 0.888 0.115
N 2.054070 -4.598280 3.589466 -1.187 1.924 -0.778 0.123
C 1.395687 -3.362060 3.166940 2.577 -0.438 -0.869 -0.551
N 2.093390 -2.743948 2.104735 -0.343 -1.018 1.173 0.135
O 0.425608 -2.844369 3.690131 0.201 -1.071 -0.039 0.005
H 2.988667 -4.827853 3.301833 -0.079 0.312 -0.265 0.073
H 1.701996 -5.198652 4.306720 -0.489 0.348 0.283 0.076
H 2.891124 -3.242277 1.727805 -0.352 0.079 0.039 0.088
H 1.690264 -2.021291 1.473183 -0.069 -0.619 0.933 0.029
N 2.031625 0.383324 3.660148 0.334 1.993 -0.683 0.158
C 2.030523 1.814246 3.626620 1.431 -1.031 -1.287 -0.641
N 1.283014 2.456489 4.535833 -1.620 -0.361 0.990 0.155
O 2.755571 2.403282 2.799184 -0.837 -1.082 0.951 -0.022
H 2.562046 0.024610 2.880215 -0.160 -0.322 0.324 0.061
H 1.497076 -0.264035 4.222937 -0.102 0.465 -0.074 0.068
H 1.230497 3.459880 4.468717 0.224 0.024 -0.374 0.087
H 0.348304 2.043426 4.696229 0.691 0.128 -0.021 0.064
N 1.653636 5.289762 0.385506 -0.676 0.881 -1.054 0.152
C 1.176330 5.930798 -0.786545 1.260 -1.582 0.795 -0.680
N 0.034431 6.630608 -0.756555 -1.722 1.411 0.600 0.150
O 1.747482 5.812122 -1.852849 1.001 -0.269 -0.741 -0.015
H 1.111597 5.329464 1.225572 -0.256 -0.004 0.182 0.050
H 2.519791 4.752874 0.413101 -0.636 0.468 -0.497 0.101
H -0.537147 6.807756 0.053403 0.296 -0.477 0.316 0.073
H -0.218605 7.216445 -1.552704 0.632 -0.748 0.302 0.114
N -1.158678 4.675326 3.970324 -0.602 -0.597 -2.710 0.119
C -1.538879 4.446162 2.587524 0.103 0.508 -1.372 -0.523
N -2.327795 3.309479 2.328622 1.091 1.516 -0.108 0.162
O -1.208003 5.247363 1.653258 -0.842 -2.051 3.009 -0.051
H -1.156531 5.675225 4.169151 -0.087 -0.647 0.278 0.096
H -1.610347 4.007435 4.587411 0.004 0.677 0.202 0.080
H -2.357650 2.492521 2.912449 0.414 0.096 0.818 0.047
H -2.421222 3.013095 1.363380 0.040 0.545 -0.141 0.057
N 2.582963 -2.828954 -3.476534 -0.771 0.492 -1.140 0.137
C 1.296215 -2.891266 -4.038716 -1.694 -0.926 0.116 -0.573
N 0.778135 -4.242113 -4.119969 1.102 2.430 0.514 0.141
O 0.599596 -1.897182 -4.278088 1.252 -1.566 0.625 0.004
H 2.940583 -1.878907 -3.608633 0.058 -0.560 0.031 0.105
H 3.209520 -3.554583 -3.817767 -0.026 0.284 0.334 0.099
H 1.431506 -4.952871 -4.350437 0.476 -0.522 -0.016 0.068
H -0.129360 -4.386136 -4.506667 -0.497 0.433 -0.426 0.072
N -1.369220 3.140161 -5.117241 0.143 -0.641 0.829 0.155
C -0.478100 2.643281 -4.180990 -0.087 -0.989 0.895 -0.556
N 0.869272 2.935537 -4.394566 -1.515 -0.697 -0.020 0.163
O -0.867819 1.898016 -3.238455 0.665 1.921 -1.987 -0.031
H -1.182728 3.835035 -5.814120 0.591 0.166 0.169 0.094
H -2.315045 3.146095 -4.794772 -0.398 -0.336 0.029 0.099
H 1.363007 3.254043 -3.587474 0.369 0.005 0.481 0.095
H 1.053539 3.441342 -5.230622 0.247 0.552 -0.310 0.081
N -0.872899 -0.831286 5.245443 -0.783 0.149 -1.503 0.158
C -1.266354 -0.130712 4.111388 0.449 0.207 -1.534 -0.560
N -1.616713 -0.886262 2.957525 -0.012 1.415 1.810 0.181
O -1.275897 1.119770 4.075836 -0.226 -1.408 0.325 -0.059
H -0.423505 -0.387861 6.033485 -0.330 0.197 -0.394 0.110
H -0.785580 -1.824736 5.129396 0.290 -0.151 0.140 0.067
H -1.418805 -1.835937 2.810154 0.491 -1.521 0.892 0.028
H -1.713326 -0.522079 2.027444 -0.096 1.354 0.319 0.082
N 0.353620 -0.133721 -1.762430 0.606 -0.400 2.880 0.180
C 0.786590 -0.150394 -0.411786 0.421 3.201 0.146 -0.478
N 0.922567 1.113896 0.311215 -0.722 -2.519 -1.631 0.180
O 1.212365 -1.213177 0.148230 -1.241 1.834 -1.727 -0.124
H -0.074716 0.565411 -2.430751 0.626 -0.034 1.384 0.071
H 0.536391 -1.050524 -2.102010 -0.165 -0.491 -0.803 0.037
H 1.256683 1.076046 1.271829 -0.211 -0.185 -0.452 0.049
H 0.495854 2.004428 0.032423 0.239 -0.910 -0.196 0.104
N 5.506877 0.292715 0.812555 -0.225 -0.213 -0.342 0.158
C 5.286493 -0.549912 -0.244546 0.360 -0.095 0.968 -0.665
N 3.988920 -0.779651 -0.665628 1.592 0.505 0.106 0.172
O 6.297205 -1.037449 -0.730274 -0.516 -0.298 -1.299 0.007
H 4.830287 0.490162 1.509901 -0.600 0.389 0.404 0.070
H 6.458615 0.168102 1.088692 0.258 0.237 0.538 0.096
H 4.007519 -1.099319 -1.614619 -0.721 -0.560 0.142 0.074
H 3.216182 -0.876926 -0.022135 -0.084 0.101 -0.533 0.052
N -0.618535 -3.735337 -0.366657 -0.924 0.803 0.739 0.181
C -1.878153 -3.854852 0.192027 0.075 -3.814 -1.897 -0.633
N -2.526964 -5.067233 -0.207886 1.823 2.177 0.470 0.146
O -2.467043 -3.096281 0.910542 -0.107 1.741 0.505 0.034
H -0.093948 -2.895266 -0.165168 0.250 -0.008 0.148 0.060
H -0.143811 -4.497502 -0.815724 -0.190 0.006 -0.040 0.096
H -3.468029 -5.199653 0.014556 -1.246 -0.095 0.573 0.073
H -2.041944 -5.808714 -0.636346 0.443 -0.590 -0.546 0.070
```
Positions in Å, forces in eV/Å.

=====

(2)
C4H8N3 | ωB97M-V/def2-TZVPD

Energy above the lowest of the compared OMol25 structures with the same formula, charge and spin   453.3 kJ/mol
Maximum force   0.0922 hartree/bohr
E_tot   -8738.083 eV
Net charge   +1
SMILES string   C/N=N/C=C\C=[NH2+]
Spin multiplicity   1
Gap between HOMO and LUMO (spin up / spin down)   8.0 / 8.0 eV
E_HOMO (spin up / spin down)   -13.6631 / -13.6642 eV

XYZ file:
```
15
Properties=species:S:1:pos:R:3:forces:R:3:nbo_charge:R:1
C 2.337033 0.748413 0.224464 1.956 -2.053 0.796 -0.487
N 1.040551 0.628656 -0.324388 -0.164 -0.681 -1.577 -0.044
N 0.235761 1.495887 -0.051336 0.315 2.119 1.319 -0.158
C -1.083268 1.402018 -0.208780 -2.640 -1.356 0.697 0.118
C -1.773885 0.148024 -0.115374 2.841 3.787 0.263 -0.335
C -0.992384 -0.936963 0.211860 0.999 -0.080 -1.856 0.203
N -1.057431 -2.092942 -0.393900 1.241 -1.724 2.839 -0.654
H 2.321437 0.030828 1.065091 0.036 -0.314 -0.229 0.245
H 3.141077 0.313536 -0.452403 -1.219 0.875 0.594 0.258
H 2.630042 1.620932 0.777394 -0.215 1.085 -0.491 0.244
H -1.659231 2.365532 -0.156157 0.725 -1.048 -0.846 0.260
H -2.768343 0.196946 -0.391971 -1.975 -0.448 -0.212 0.266
H -0.065021 -0.714775 0.756049 -0.637 -0.700 0.484 0.231
H -0.574837 -2.856217 0.134348 -0.548 0.605 -1.311 0.426
H -1.731500 -2.349874 -1.074899 -0.714 -0.067 -0.470 0.428
```
Positions in Å, forces in eV/Å.

=====

(3)
C6H12O | ωB97M-V/def2-TZVPD

Energy above the lowest of the compared OMol25 structures with the same formula, charge and spin   210.0 kJ/mol
Maximum force   0.0389 hartree/bohr
E_tot   -8462.178 eV
SMILES string   C=CC/C=C/C.O
Spin multiplicity   1
Gap between HOMO and LUMO   10.5 eV
E_HOMO   -9.5625 eV

XYZ file:
```
19
Properties=species:S:1:pos:R:3:forces:R:3:nbo_charge:R:1
C 1.982419 2.661057 -0.753825 0.084 1.099 0.242 -0.389
C 1.560480 1.632341 -0.027316 0.399 -0.015 -1.315 -0.174
C 0.210985 0.983471 -0.263238 0.660 -0.566 0.056 -0.477
C -0.064314 -0.095540 0.759620 -0.297 0.307 -0.428 -0.182
C 0.182265 -1.374642 0.495747 0.201 0.181 -0.492 -0.189
C -0.106178 -2.539084 1.364340 0.904 -1.367 1.149 -0.670
H 2.983129 3.086792 -0.788688 0.121 -0.597 0.402 0.198
H 1.327901 3.293480 -1.345014 -0.463 -0.302 0.007 0.182
H 2.301704 0.979280 0.427280 -0.106 0.243 0.430 0.202
H 0.368332 0.503832 -1.237313 -0.398 -0.115 0.085 0.221
H -0.613260 1.687955 -0.389187 0.122 0.108 0.219 0.216
H -0.462397 0.267846 1.703765 -0.013 -0.343 0.130 0.197
H 0.607139 -1.591849 -0.482776 -0.093 0.014 -0.029 0.194
H 0.322827 -3.523778 1.109699 -0.320 0.454 -1.191 0.224
H -1.175136 -2.692588 1.474975 -0.063 0.015 0.423 0.223
H 0.439930 -2.522732 2.320722 -0.793 0.881 0.296 0.225
O -3.439915 -0.483079 -1.686483 -0.523 -0.013 -0.894 -0.950
H -3.007646 -0.747956 -0.881449 0.351 0.343 0.460 0.477
H -3.418259 0.475200 -1.800862 0.226 -0.327 0.448 0.474
```
Positions in Å, forces in eV/Å.

=====

(4)
C4H9NO3 | ωB97M-V/def2-TZVPD

Energy above the lowest of the compared OMol25 structures with the same formula, charge and spin   237.6 kJ/mol
Maximum force   0.0800 hartree/bohr
E_tot   -11925.079 eV
SMILES string   C[C@@H](O)[C@@H](N)C(=O)O
Spin multiplicity   1
Gap between HOMO and LUMO   9.7 eV
E_HOMO   -9.0797 eV

XYZ file:
```
17
Properties=species:S:1:pos:R:3:forces:R:3:nbo_charge:R:1
C -0.453424 -1.845077 -0.328390 -0.141 1.614 1.467 -0.653
C -0.449133 -0.542075 -1.190171 -0.297 0.547 2.257 0.111
O -1.776083 -0.344823 -1.597375 0.067 0.993 -0.333 -0.700
C 0.044655 0.776561 -0.397249 -0.481 1.723 1.608 -0.149
N -1.086350 1.534655 0.305850 2.000 1.971 0.333 -0.850
C 1.083210 0.301586 0.631838 -0.356 0.261 1.255 0.768
O 1.953354 -0.502734 0.570821 1.970 -2.158 -2.896 -0.630
O 1.009079 0.812239 1.851253 1.328 1.534 2.505 -0.693
H 0.540145 -2.165397 -0.029044 0.012 -0.450 -0.638 0.245
H -1.109183 -2.618377 -0.757933 0.511 0.257 0.065 0.212
H -0.875263 -1.521456 0.661497 -0.161 -0.521 -0.749 0.204
H 0.252139 -0.617030 -1.962132 0.828 -0.321 -1.677 0.169
H -2.040650 -1.145752 -2.037520 -0.307 -0.388 -0.308 0.468
H 0.617513 1.659827 -0.955489 -1.227 -2.342 0.370 0.238
H -0.767781 2.332649 1.029568 -0.601 -2.875 -2.347 0.385
H -1.779768 0.965017 0.739976 -0.191 -0.589 0.250 0.370
H 1.924645 0.504510 2.276363 -2.956 0.742 -1.163 0.504
```
Positions in Å, forces in eV/Å.